{"formula": "C44H48Cl6N5O3PS2Se2Ta", "method": "wB97M-V/def2-TZVPD", "orbital_gap_ev": 6.63, "multiplicity": 1, "max_force_ev_per_a": 1.30, "total_charge": 1, "homo_energy_ha": -0.3720, "total_energy_ev": -298334.835, "species": ["Ta", "S", "C", "C", "C", "C", "C", "C", "N", "C", "C", "C", "C", "C", "C", "C", "C", "N", "C", "C", "C", "C", "C", "S", "C", "H", "H", "H", "H", "H", "H", "H", "H", "H", "H", "H", "H", "Cl", "C", "C", "C", "Cl", "C", "Cl", "C", "Cl", "C", "Cl", "O", "C", "C", "C", "O", "C", "Se", "C", "Se", "H", "H", "H", "H", "H", "H", "H", "H", "H", "H", "Cl", "C", "H", "H", "O", "P", "N", "C", "C", "C", "C", "N", "C", "C", "C", "C", "N", "C", "C", "C", "C", "H", "H", "H", "H", "H", "H", "H", "H", "H", "H", "H", "H", "H", "H", "H", "H", "H", "H", "H", "H", "H", "H", "H", "H"], "coordinates": [[0.7456, 0.6881, 0.3146], [-0.8953, 6.1428, -2.9831], [-1.4256, 7.4625, -3.9402], [-2.7560, 7.4050, -4.2089], [-3.3795, 6.2931, -3.6181], [-2.5153, 5.4945, -2.9150], [-2.8037, 4.2789, -2.1954], [-1.7448, 3.4617, -1.7525], [-1.8796, 2.3255, -1.1200], [-3.1223, 1.8928, -0.8463], [-4.2710, 2.6443, -1.2048], [-5.5663, 2.1650, -0.8492], [-5.7095, 1.0058, -0.1669], [-4.5778, 0.2111, 0.1789], [-4.7094, -0.9900, 0.8789], [-3.5912, -1.7655, 1.1289], [-2.3604, -1.2975, 0.6220], [-2.1846, -0.1395, 0.0328], [-3.2734, 0.6313, -0.1849], [-3.6538, -2.9766, 1.9081], [-2.6172, -3.7657, 2.3411], [-3.0335, -4.8368, 3.1508], [-4.3837, -4.8675, 3.3217], [-5.1728, -3.5902, 2.5006], [-4.0874, 3.8429, -1.9048], [-0.7207, 8.2083, -4.2470], [-3.2784, 8.1337, -4.8007], [-4.4294, 6.0907, -3.7215], [-0.7333, 3.7908, -1.9328], [-6.4253, 2.7591, -1.1245], [-6.6836, 0.6369, 0.1204], [-5.6808, -1.3075, 1.2244], [-1.4877, -1.9228, 0.6913], [-1.5843, -3.5834, 2.1063], [-2.3549, -5.5433, 3.5976], [-4.9638, -5.5695, 3.8869], [-4.9463, 4.4281, -2.1960], [-1.0155, 2.1873, 2.0868], [0.5319, 2.4324, 2.8070], [1.5505, 1.8453, 2.0898], [2.8509, 2.0609, 2.5167], [4.0625, 1.3672, 1.5321], [3.1411, 2.8056, 3.6556], [4.7603, 3.0945, 4.1212], [2.0779, 3.3167, 4.4106], [2.3873, 4.1538, 5.8715], [0.7581, 3.1482, 3.9752], [-0.5552, 3.7844, 4.8660], [3.4870, 1.8551, -4.9760], [3.1684, 2.9451, -4.1456], [2.3632, 2.4139, -2.9347], [1.1797, 1.6129, -3.5027], [0.2807, 1.2205, -2.4715], [3.3337, 1.5577, -2.1109], [2.6280, -0.0487, -1.1885], [1.8662, 3.6151, -2.1428], [1.1986, 3.2148, -0.2973], [4.0297, 2.1602, -5.7100], [2.5779, 3.6954, -4.6916], [4.0792, 3.4327, -3.7746], [1.5893, 0.7323, -4.0116], [0.6590, 2.2399, -4.2311], [-0.6105, 1.1400, -2.8325], [3.8284, 2.1703, -1.3564], [4.0846, 1.1280, -2.7779], [1.0888, 4.1488, -2.6912], [2.6894, 4.3096, -1.9707], [1.9275, -0.7996, 2.8790], [0.3447, -0.6467, 2.1295], [-0.3329, -0.3081, 2.9113], [0.0851, -1.6666, 1.8593], [0.5331, -2.0231, -0.3241], [1.2049, -3.1277, -1.0797], [2.8349, -3.1375, -0.7622], [3.3494, -2.7262, 0.5420], [4.8487, -2.7664, 0.3104], [4.9994, -4.0767, -0.4575], [3.7487, -4.1203, -1.3459], [0.6778, -4.6757, -0.7097], [0.9586, -5.2444, 0.6080], [0.0153, -6.4445, 0.7382], [-0.3418, -6.7652, -0.7135], [-0.4519, -5.3662, -1.3126], [0.9226, -2.9543, -2.6963], [1.7571, -3.4070, -3.8010], [0.8991, -3.1500, -5.0371], [0.1573, -1.8746, -4.6449], [-0.1820, -2.1301, -3.1791], [3.0644, -3.4115, 1.3498], [2.9964, -1.7266, 0.7870], [5.4150, -2.7443, 1.2379], [5.1371, -1.9164, -0.3131], [5.0004, -4.9068, 0.2473], [5.9127, -4.1109, -1.0435], [3.3027, -5.1193, -1.3716], [3.9927, -3.8233, -2.3673], [0.7989, -4.5152, 1.4086], [2.0054, -5.5604, 0.6469], [-0.8854, -6.1563, 1.2832], [0.4860, -7.2781, 1.2556], [-1.2644, -7.3349, -0.8095], [0.4704, -7.3169, -1.1918], [-1.4113, -4.9140, -1.0239], [-0.3668, -5.3537, -2.3993], [2.0271, -4.4572, -3.6819], [2.6725, -2.8037, -3.8570], [0.1867, -3.9615, -5.1923], [1.5024, -3.0339, -5.9355], [-0.7274, -1.6964, -5.2523], [0.8319, -1.0239, -4.7378], [-1.1278, -2.6813, -3.1002], [-0.2684, -1.2182, -2.5832]]}